No. 1
A 10-piece molecular cluster, C38H61NO27 overall in a non-equilibrium geometry. Source: the OMol25 dataset; level of theory: ωB97M-V with the def2-TZVPD basis set.

Structure (XYZ):
```
127
C38H61NO27 (ωB97M-V with the def2-TZVPD basis set)
C 5.8050 1.8060 2.3230
C 6.8610 2.7070 1.6380
C 7.7630 3.4080 2.6360
O 9.0740 2.8960 2.3370
C 9.0220 2.1090 1.3020
O 9.9670 1.7450 0.6650
O 7.7940 1.8250 0.9300
H 5.3310 2.5740 2.9390
H 6.0830 1.0490 3.1030
H 5.0860 1.2950 1.6510
H 6.4980 3.5170 0.9680
H 7.5290 3.2800 3.7210
H 7.8580 4.4780 2.6420
C 12.0620 6.5820 -0.2960
C 10.7160 6.6130 0.4970
C 9.7850 7.8940 0.2850
O 8.4810 7.3060 0.2100
C 8.5700 6.0220 -0.0650
O 7.6870 5.2000 -0.2460
O 9.8230 5.6350 0.0110
H 12.5890 7.5100 -0.0530
H 11.7680 6.6990 -1.3150
H 12.4990 5.5620 -0.1640
H 10.8350 6.6230 1.5610
H 10.0100 8.3930 -0.7340
H 9.8550 8.5680 1.0500
C 14.5150 9.8410 1.0310
C 14.0690 9.9400 -0.4790
C 12.5850 10.0070 -0.6240
O 12.2910 11.2390 -1.1750
C 13.2960 11.8460 -1.4610
O 13.3270 12.9900 -1.8940
O 14.4280 11.1580 -1.1050
H 14.0890 8.8770 1.3880
H 14.1960 10.5940 1.7020
H 15.6330 9.8610 1.0250
H 14.4730 9.1910 -1.1190
H 12.1170 9.9510 0.3490
H 12.2440 9.2180 -1.2760
C 5.9040 6.7300 -2.7720
C 6.4200 8.0760 -2.9980
C 7.1450 8.3960 -4.3510
O 6.6270 9.6180 -4.7290
C 5.5430 9.9650 -4.0190
O 4.9340 11.0040 -4.0980
O 5.3840 9.0980 -2.9940
H 5.0860 6.7250 -2.1380
H 6.6620 6.1490 -2.2540
H 5.5840 6.2190 -3.6520
H 7.0770 8.1420 -2.1790
H 6.8520 7.6550 -5.0390
H 8.2440 8.4220 -4.2150
C 11.8210 12.8000 2.2260
C 11.2910 11.8730 3.2400
C 9.8940 11.3660 3.0780
O 10.0660 10.0150 2.9520
C 11.3000 9.6170 3.1220
O 11.6440 8.4350 3.0750
O 12.0480 10.6810 3.2810
H 11.0720 13.5160 2.2610
H 12.0350 12.2990 1.2550
H 12.7260 13.2630 2.6970
H 11.4620 12.2900 4.2710
H 9.4530 11.7570 2.1510
H 9.2580 11.5570 3.8570
C 4.3630 8.1850 0.7340
C 4.9970 6.8220 0.9500
C 5.7630 6.5720 2.2790
O 5.2750 5.2580 2.7390
C 4.2050 4.9740 1.9490
O 3.4780 4.0270 2.1120
O 4.0260 5.7940 1.0520
H 5.1110 8.9670 0.4580
H 3.8290 8.5230 1.5920
H 3.7240 8.1580 -0.0370
H 5.6430 6.5430 0.0750
H 5.5540 7.2850 3.1020
H 6.8290 6.6360 2.2320
C 11.5470 3.3020 -2.1130
C 10.7360 3.9580 -3.2240
C 9.3280 3.6850 -3.0410
O 8.7830 4.9610 -2.8300
C 9.8330 5.9170 -3.1030
O 9.7220 7.0790 -3.0860
O 11.0110 5.3400 -3.3320
H 11.5210 2.2670 -2.0470
H 11.0910 3.7210 -1.1610
H 12.5480 3.7060 -2.1610
H 11.0720 3.4290 -4.1130
H 9.0520 3.1230 -2.1200
H 8.7810 3.2290 -3.8660
C 15.0150 1.3490 5.4760
O 13.7250 1.7860 4.9290
C 13.6230 2.5140 3.7900
O 14.8230 3.1130 3.3160
O 12.3870 2.9240 3.3720
C 12.2250 3.8710 2.2990
H 15.8780 1.8280 4.9380
H 14.8360 0.2880 5.2320
H 15.0640 1.3050 6.5310
H 12.0950 3.4210 1.3400
H 12.9670 4.6520 2.1660
H 11.2570 4.2820 2.5230
C 9.2690 10.8330 -2.8790
O 8.1180 10.5660 -2.1330
C 8.1350 10.7580 -0.8040
O 9.3850 10.9140 -0.1100
O 6.9830 10.5650 -0.0650
C 6.9900 10.4150 1.3540
H 10.0610 10.1040 -2.7570
H 9.7790 11.7830 -2.6790
H 8.9670 10.8530 -3.9710
H 7.3240 11.3620 1.8110
H 7.8400 9.7770 1.6740
H 6.0410 10.2620 1.7070
C 15.5900 2.7480 -1.9590
C 16.3610 4.0020 -2.5180
C 15.3960 5.1880 -2.5830
C 15.1570 5.8150 -1.2820
N 14.9290 6.2720 -0.1840
H 16.2540 2.0020 -1.6100
H 15.2510 2.1830 -2.7910
H 14.7960 3.0670 -1.2620
H 16.7070 3.9930 -3.5580
H 17.2690 4.1650 -1.9150
H 14.4380 4.9190 -2.9160
H 15.8010 5.8750 -3.3110
```

Properties
Largest force on an atom in eV/Å: 9.3
Molar mass in g mol⁻¹: 963.9
HOMO-LUMO gap in eV: 9.806
Total charge: 0
Structure (SMILES): C[C@H]1COC(=O)O1.C[C@H]1COC(=O)O1.C[C@H]1COC(=O)O1.C[C@H]1COC(=O)O1.C[C@H]1COC(=O)O1.C[C@H]1COC(=O)O1.C[C@H]1COC(=O)O1.COC(=O)OC.COC(=O)OC.CCCC#N
HOMO in eV: -9.669

---

No. 2
C6H12O2 as an isolated structure in a non-equilibrium geometry. Source: the OMol25 dataset; level of theory: ωB97M-V with the def2-TZVPD basis set.

Structure (XYZ):
```
20
C6H12O2 (ωB97M-V with the def2-TZVPD basis set)
C 0.5205 1.0403 0.3860
C 1.2831 -1.4363 -1.0849
C -0.2516 1.9496 -0.5395
C 0.4134 1.3741 1.8582
C 0.3144 -0.8606 -0.1651
C -0.7654 -0.7539 0.4335
O -1.2097 -2.5919 0.0165
O -1.8554 -2.6348 -1.2793
H -2.7646 -2.9051 -1.0996
H 1.5699 0.9836 0.0960
H -1.6277 -0.4101 0.9589
H 1.6221 -0.6906 -1.8070
H 2.1512 -1.8194 -0.5467
H 0.7741 -2.2471 -1.6088
H -0.1666 1.6294 -1.5785
H -1.3099 1.9788 -0.2743
H 0.1329 2.9738 -0.4788
H -0.6263 1.4575 2.1795
H 0.8900 2.3398 2.0578
H 0.9058 0.6228 2.4761
```

Properties
Largest force on an atom in eV/Å: 5.0
Molar mass in g mol⁻¹: 116.2
HOMO-LUMO gap in eV: 8.463
Total charge: 0
HOMO in eV: -7.597

---

No. 3
One molecule with the formula C3H9NOS in a non-equilibrium geometry. Source: the OMol25 dataset; level of theory: ωB97M-V with the def2-TZVPD basis set.

Structure (XYZ):
```
15
C3H9NOS (ωB97M-V with the def2-TZVPD basis set)
N -1.0279 0.9695 1.1743
C -1.1712 0.3858 -0.1910
C -0.2774 -0.8106 -0.5489
O -0.1036 -1.6219 0.7669
C 1.2960 -0.3373 -0.9544
S 1.8356 0.4031 0.7900
H -0.0589 0.9719 1.4569
H -1.6167 0.1796 1.5569
H -1.1052 1.1784 -1.0016
H -2.2236 -0.0683 -0.4464
H -0.6222 -1.5199 -1.3508
H 0.1499 -0.7011 1.2833
H 1.1966 0.3780 -1.7420
H 1.8063 -1.2722 -1.1714
H 1.9225 1.8650 0.3782
```

Properties
Largest force on an atom in eV/Å: 4.8
Molar mass in g mol⁻¹: 107.2
HOMO-LUMO gap in eV: 9.661
Total charge: 0
Structure (SMILES): NC[C@H](O)CS
HOMO in eV: -9.174

---

No. 4
C4H4Br2F3NiO2PS as an isolated structure in a non-equilibrium geometry. Source: the OMol25 dataset; level of theory: ωB97M-V with the def2-TZVPD basis set.

Structure (XYZ):
```
18
C4H4Br2F3NiO2PS (ωB97M-V with the def2-TZVPD basis set)
C 3.8703 0.4208 0.7737
C 2.4479 0.4132 -0.0417
Br 2.2892 1.8021 -1.5281
C 1.3082 -0.5558 0.2190
Br 1.4964 -1.9695 1.6732
P -0.2394 -0.3751 -0.9086
S -2.0188 -1.1377 0.0096
O -2.5455 -2.2918 -0.9067
O -1.8488 -1.6583 1.4559
C -3.4269 0.1479 0.0891
F -3.1883 0.9653 1.3288
F -4.7267 -0.5991 0.2139
F -3.4067 0.9632 -1.1564
H 3.9830 1.5004 1.2666
H 3.9539 -0.3586 1.6419
H 4.8000 0.2228 0.0544
H -0.5212 1.0535 -1.1079
Ni -2.2267 1.4567 -3.0767
```

Properties
2S+1: 3
Largest force on an atom in eV/Å: 9.8
Molar mass in g mol⁻¹: 422.6
HOMO-LUMO gap (spin up / spin down) in eV: 7.541 / 6.073
Total charge: +2
HOMO (spin up / spin down) in eV: -17.459 / -17.711

---

No. 5
C22H20N4OReS2 as an isolated structure in a non-equilibrium geometry. Source: the OMol25 dataset; level of theory: ωB97M-V with the def2-TZVPD basis set.

Structure (XYZ):
```
50
C22H20N4OReS2 (ωB97M-V with the def2-TZVPD basis set)
Re -0.0166 -0.5211 -0.2147
S 0.7472 -2.4814 0.9897
C 2.1632 -1.5003 1.2736
C 3.3145 -1.9030 1.9334
C 4.3608 -0.9998 2.0248
C 4.2041 0.2735 1.4838
C 3.0178 0.6021 0.8491
N 2.0092 -0.2652 0.7474
H 3.3708 -2.9036 2.3333
H 5.2878 -1.2899 2.4948
H 5.0044 0.9939 1.5429
H 2.8811 1.5777 0.4001
S 0.9553 -2.3082 -4.2739
C 2.3739 -1.5300 -3.7214
C 2.2260 -0.9181 -2.5053
C 0.9375 -1.0762 -1.9752
C 0.1188 -1.8031 -2.8511
C -1.2594 -1.9667 -2.5090
C -2.2370 -2.5340 -3.3339
C -3.5544 -2.5124 -2.9305
C -3.8729 -1.9687 -1.6858
C -2.8567 -1.4651 -0.8981
N -1.5855 -1.4345 -1.2978
H 3.2612 -1.5488 -4.3226
H 3.0201 -0.3751 -2.0206
H -1.9410 -2.9653 -4.2790
H -4.3241 -2.9068 -3.5739
H -4.8914 -1.9353 -1.3325
H -3.0717 -1.0464 0.0792
C -2.8923 2.6903 -1.6287
C -1.6462 2.2383 -0.9355
O -1.0447 1.2211 -1.3194
N -1.2306 2.9645 0.1045
C 0.0305 2.6973 0.7748
C -0.1200 1.7778 1.9702
C 0.2129 2.2195 3.2412
C 0.0660 1.3664 4.3255
C -0.4994 0.1199 4.1132
C -0.7924 -0.2543 2.8145
N -0.5627 0.5289 1.7554
H -3.0318 2.1196 -2.5444
H -2.8501 3.7540 -1.8600
H -3.7543 2.5285 -0.9814
H -1.7689 3.7702 0.3903
H 0.4693 3.6427 1.0962
H 0.6919 2.2337 0.0285
H 0.6093 3.2109 3.3844
H 0.3693 1.6792 5.3116
H -0.6819 -0.5693 4.9234
H -1.2168 -1.2273 2.6088
```

Properties
2S+1: 2
Largest force on an atom in eV/Å: 2.8
Molar mass in g mol⁻¹: 606.8
HOMO-LUMO gap (spin up / spin down) in eV: 5.468 / 6.185
Total charge: +2
HOMO (spin up / spin down) in eV: -13.792 / -13.937